Record 1
Here is C4H10N2O in the gas phase in a non-equilibrium geometry from the OMol25 dataset. Energies are from ωB97M-V/def2-TZVPD.

```
17
Properties=species:S:1:pos:R:3:forces:R:3
C 1.660 -0.384 -1.399 1.8 -0.3 2.4
N 0.714 0.168 -0.433 -0.9 -0.1 -1.9
C 0.944 1.546 -0.038 -0.9 1.3 -1.8
C -0.464 -0.485 -0.292 2.9 -3.3 2.0
O -0.434 -1.749 -0.340 -1.3 2.3 -0.9
C -1.467 0.237 0.475 -3.1 1.2 -0.1
N -1.089 0.288 1.867 0.8 -1.4 0.7
H 1.793 -1.491 -1.385 -0.4 1.0 0.3
H 1.570 -0.045 -2.391 -0.7 0.5 -1.4
H 2.536 0.132 -0.990 0.8 -0.9 -0.7
H 0.809 1.666 1.049 0.4 0.1 -0.5
H 0.259 2.311 -0.597 0.9 -1.3 1.0
H 1.933 1.763 -0.487 -0.4 0.3 1.1
H -1.687 1.250 0.096 0.3 -0.4 0.0
H -2.386 -0.343 0.417 -0.3 0.0 -0.6
H -1.008 -0.759 2.060 -0.4 2.1 0.9
H -1.764 0.829 2.438 0.5 -1.2 -0.5
```
Forces are in eV/Å.

Summary:
Total energy   -343.11299 Eh
Energy relative to the best compared isomer or geometry (same formula, charge and spin)   55.51 kcal per mole
M   102.14 g/mol
Total charge   0
Max |F|   4.817 eV Å⁻¹
SMILES   CN(C)C(=O)CN
Lowest unoccupied orbital energy   0.9046 eV

***

Record 2
Here is a molecular structure, C39H47CoN4O6 from the OMol25 dataset. Energies are from ωB97M-V/def2-TZVPD.

```
97
Properties=species:S:1:pos:R:3:forces:R:3
Co -0.089 -0.385 -0.095 0.0 -0.2 0.6
C 2.492 5.823 -1.889 0.0 0.0 0.0
C 3.279 5.150 -0.754 0.0 0.0 0.0
C 2.960 5.858 0.571 0.0 0.0 0.0
C 4.771 5.325 -1.047 0.0 0.0 0.0
C 2.879 3.676 -0.641 0.0 0.0 0.0
C 1.553 3.351 -0.504 0.0 0.0 0.0
C 1.181 2.003 -0.359 -0.1 -0.2 -0.1
N -0.053 1.473 -0.216 0.2 0.4 0.0
C -1.307 2.033 -0.141 -0.2 -0.1 0.0
C -1.648 3.354 0.117 0.1 -0.1 0.0
C -2.985 3.720 0.154 -0.1 0.0 0.0
C -3.938 2.730 -0.073 0.0 0.0 0.0
C -3.647 1.380 -0.309 -0.1 0.0 0.0
C -2.300 1.029 -0.331 0.2 -0.1 0.0
O -1.837 -0.212 -0.534 -0.3 0.2 -0.2
C -4.828 0.412 -0.484 0.0 0.0 0.0
C -5.680 0.436 0.795 0.0 0.0 0.0
C -5.681 0.875 -1.676 0.0 0.0 0.0
C -4.423 -1.044 -0.742 0.0 0.0 0.0
C -3.351 5.169 0.479 0.0 0.0 0.0
C -4.860 5.412 0.423 0.0 0.0 0.0
C -2.676 6.112 -0.528 0.0 0.0 0.0
C -2.862 5.509 1.896 0.0 0.0 0.0
C 2.161 0.965 -0.432 -0.1 -0.1 0.1
O 1.705 -0.271 -0.423 0.4 0.1 -0.4
C 3.526 1.287 -0.543 0.1 0.1 0.0
C 3.834 2.634 -0.639 0.0 -0.1 0.0
C 4.589 0.188 -0.566 0.0 0.0 0.0
C 4.504 -0.641 0.727 0.0 0.0 0.0
C 6.001 0.769 -0.662 0.0 0.0 0.0
C 4.368 -0.722 -1.787 0.0 0.0 0.0
H 2.799 6.868 -1.989 0.0 0.0 0.0
H 1.416 5.809 -1.703 0.1 0.0 0.0
H 2.677 5.316 -2.839 0.0 0.0 0.0
H 3.249 6.913 0.521 0.0 0.0 0.0
H 3.499 5.389 1.398 0.0 0.0 0.0
H 1.892 5.807 0.797 0.1 0.0 0.0
H 4.990 6.388 -1.173 0.0 0.0 0.0
H 5.063 4.810 -1.966 0.0 0.0 0.0
H 5.392 4.953 -0.228 0.0 0.0 0.0
H 0.800 4.122 -0.513 0.0 0.0 0.0
H -0.882 4.079 0.342 0.0 0.0 0.0
H -4.982 3.008 -0.042 0.0 0.0 0.0
H -6.078 1.431 1.006 0.0 0.0 0.0
H -5.081 0.121 1.654 0.0 0.0 0.0
H -6.524 -0.253 0.695 0.0 0.0 0.0
H -6.092 1.876 -1.526 0.0 0.0 0.0
H -6.516 0.186 -1.826 0.0 0.0 0.0
H -5.080 0.889 -2.589 0.0 0.0 0.0
H -3.819 -1.449 0.068 0.0 0.0 0.0
H -3.851 -1.149 -1.664 0.0 0.0 0.1
H -5.333 -1.644 -0.830 0.0 0.0 0.0
H -5.266 5.190 -0.568 0.0 0.0 0.1
H -5.065 6.462 0.643 0.0 0.0 0.0
H -5.392 4.807 1.162 0.0 0.0 0.0
H -2.979 5.865 -1.549 0.0 0.0 0.0
H -1.586 6.045 -0.474 -0.1 0.0 0.0
H -2.958 7.149 -0.324 0.0 0.0 0.0
H -3.321 4.842 2.630 0.0 0.0 0.0
H -3.123 6.541 2.153 0.0 0.0 0.0
H -1.778 5.402 1.982 -0.1 0.0 0.0
H 4.876 2.900 -0.730 0.0 0.0 0.0
H 4.750 -0.021 1.594 0.0 0.0 0.0
H 5.217 -1.470 0.680 0.0 0.0 0.0
H 3.507 -1.048 0.889 0.0 0.0 0.0
H 6.224 1.429 0.181 0.0 0.0 0.0
H 6.154 1.324 -1.593 0.0 0.0 0.1
H 6.720 -0.052 -0.641 0.0 0.0 0.0
H 3.404 -1.225 -1.734 0.0 0.0 0.0
H 5.151 -1.485 -1.823 0.0 0.0 0.0
H 4.412 -0.141 -2.713 0.0 0.0 0.0
N 0.039 -2.393 -2.429 0.1 -0.1 0.2
C 0.153 -2.966 -1.196 0.0 0.0 -0.1
O -0.077 -2.283 -0.146 0.0 0.1 0.0
C 0.488 -4.327 -1.127 0.1 -0.4 0.0
C 0.709 -5.045 -2.331 0.1 0.1 0.1
N 0.900 -5.559 -3.350 -0.1 0.1 0.1
C 0.630 -5.010 0.113 0.0 0.2 -0.1
N 0.761 -5.596 1.099 0.0 0.1 -0.1
H -0.120 -1.407 -2.501 0.0 0.1 0.0
H 0.367 -2.887 -3.241 0.0 0.0 0.0
O 2.398 0.221 4.983 0.0 -0.1 -0.1
C 1.079 0.233 5.224 -0.1 0.0 0.0
C 0.643 0.343 6.547 0.0 0.0 0.0
C -0.709 0.367 6.834 0.0 0.0 0.0
C -1.655 0.282 5.814 0.0 0.0 0.0
C -1.223 0.165 4.504 -0.1 0.0 0.1
C 0.132 0.137 4.189 0.0 0.0 -0.1
C 0.584 0.027 2.759 0.1 0.2 0.0
O 1.806 0.087 2.506 -0.2 -0.1 0.1
O -0.339 -0.077 1.889 0.0 -0.3 0.0
H 2.472 0.129 3.990 0.0 0.1 0.0
H 1.389 0.404 7.330 0.0 0.0 0.0
H -1.031 0.452 7.866 0.0 0.0 0.0
H -2.713 0.303 6.044 0.0 0.0 0.0
H -1.930 0.088 3.688 0.0 0.0 0.0
```
Forces are in eV/Å.

Summary:
Total energy   -3567.74015 Eh
Spin multiplicity   4
Energy relative to the best compared isomer or geometry (same formula, charge and spin)   11.30 kcal per mole
⟨S²⟩   3.800
M   726.76 g/mol
Total charge   -1
Max |F|   0.639 eV Å⁻¹
Lowest unoccupied orbital energy (spin up / spin down)   1.6403 / 0.1542 eV